1.
Formula: C27H40O21
Source: the Open Molecules 2025 dataset
Level of theory: ωB97M-V/def2-TZVPD

Results
2S+1	2
net charge	+1
E_HOMO (alpha / beta)	-12.4 / -12.4	eV
LUMO (alpha / beta)	-2.4 / -9.7	eV
molecular weight	700.596	g mol⁻¹

Each atom is followed by the atoms it is bonded to, with distances in Å.
Geometry (Å):
1 C 0.75782 1.43784 -0.05851  C2 1.553, O6 1.447, H7 1.090, H8 1.090
2 C 0.88842 0.00028 0.51388  C1 1.553, O3 1.400, H9 1.090, H10 1.090
3 O -0.41424 -0.33952 0.89818  C2 1.400, C4 1.334
4 C -1.28522 0.36835 0.17758  O3 1.334, O5 1.259, O6 1.415
5 O -2.52807 0.16768 0.16721  C4 1.259
6 O -0.60616 1.38280 -0.53890  C1 1.447, C4 1.415
7 H 1.29310 1.51420 -1.00495  C1 1.090
8 H 0.91890 2.27056 0.62613  C1 1.090
9 H 1.61317 0.13157 1.31738  C2 1.090
10 H 1.29479 -0.75292 -0.16114  C2 1.090
11 C -3.82693 -0.90739 -2.97884  C12 1.559, H18 1.090, H19 1.090, H20 1.090
12 C -3.03009 -0.02138 -3.98438  C11 1.559, C13 1.550, O17 1.442, H21 1.090
13 C -3.97237 0.97624 -4.70450  C12 1.550, O14 1.368, H22 1.090, H23 1.090
14 O -3.06679 1.99167 -4.84586  C13 1.368, C15 1.307
15 C -2.07865 2.00151 -3.99042  O14 1.307, O16 1.293, O17 1.328
16 O -1.23966 2.98303 -3.92232  C15 1.293
17 O -2.07820 0.84609 -3.33498  C12 1.442, C15 1.328
18 H -4.24094 -1.81520 -3.41768  C11 1.090
19 H -4.65801 -0.35058 -2.54597  C11 1.090
20 H -3.29628 -1.45895 -2.20277  C11 1.090
21 H -2.47367 -0.72852 -4.59956  C12 1.090
22 H -4.90500 1.24199 -4.20682  C13 1.090
23 H -4.33383 0.45483 -5.59083  C13 1.090
24 C 1.89461 1.05492 -4.39984  C25 1.571, H31 1.090, H32 1.090, H33 1.090
25 C 1.65603 -0.43301 -3.95480  C24 1.571, C26 1.517, O30 1.416, H34 1.090
26 C 2.58115 -1.44096 -4.61054  C25 1.517, O27 1.366, H35 1.090, H36 1.090
27 O 3.36191 -1.92042 -3.59799  C26 1.366, C28 1.372
28 C 2.81876 -1.48282 -2.41646  O27 1.372, O29 1.231, O30 1.327
29 O 3.17095 -1.88124 -1.30577  C28 1.231
30 O 1.91952 -0.51791 -2.56661  C25 1.416, C28 1.327
31 H 1.75763 1.02301 -5.48073  C24 1.090
32 H 2.90969 1.36814 -4.15573  C24 1.090
33 H 1.27301 1.83955 -3.96847  C24 1.090
34 H 0.64556 -0.75251 -4.20968  C25 1.090
35 H 3.24103 -0.91468 -5.30023  C26 1.090
36 H 2.09474 -2.27029 -5.12408  C26 1.090
37 C -0.86419 -3.45053 -2.71636  C38 1.531, H44 1.090, H45 1.090, H46 1.090
38 C 0.12937 -4.35321 -1.97952  C37 1.531, C39 1.555, O43 1.402, H47 1.090
39 C 0.56830 -4.01607 -0.52640  C38 1.555, O40 1.402, H48 1.090, H49 1.090
40 O 0.32606 -5.19703 0.18974  C39 1.402, C41 1.308
41 C -0.33346 -6.04069 -0.56059  O40 1.308, O42 1.234, O43 1.352
42 O -0.77250 -7.09139 -0.08407  C41 1.234
43 O -0.49649 -5.59886 -1.82781  C38 1.402, C41 1.352
44 H -1.29217 -3.87928 -3.62250  C37 1.090
45 H -0.51279 -2.50124 -3.12067  C37 1.090
46 H -1.61913 -3.01271 -2.06331  C37 1.090
47 H 1.01400 -4.45323 -2.60842  C38 1.090
48 H 0.01102 -3.19298 -0.07914  C39 1.090
49 H 1.59804 -3.66005 -0.49488  C39 1.090
50 C 6.65959 3.77112 1.42379  C51 1.472, H57 1.090, H58 1.090, H59 1.090
51 C 5.24816 3.62821 1.81611  C50 1.472, C52 1.542, O56 1.388, H60 1.090
52 C 4.33200 3.50485 0.58247  C51 1.542, O53 1.436, H61 1.090, H62 1.090
53 O 3.43467 2.41967 0.86161  C52 1.436, C54 1.359
54 C 3.91238 1.82748 1.98747  O53 1.359, O55 1.193, O56 1.343
55 O 3.40927 0.93014 2.59136  C54 1.193
56 O 5.07500 2.37248 2.38059  C51 1.388, C54 1.343
57 H 7.02198 3.08601 0.65737  C50 1.090
58 H 7.29678 3.67447 2.30285  C50 1.090
59 H 6.87426 4.66558 0.83902  C50 1.090
60 H 4.91236 4.38880 2.52098  C51 1.090
61 H 5.03041 3.41102 -0.24910  C52 1.090
62 H 3.76374 4.42569 0.45118  C52 1.090
63 C -3.43194 3.51018 4.61778  C64 1.570, H70 1.090, H71 1.090, H72 1.090
64 C -2.49056 2.75629 3.61254  C63 1.570, C65 1.509, O69 1.368, H73 1.090
65 C -1.38597 3.55930 2.97061  C64 1.509, O66 1.399, H74 1.090, H75 1.090
66 O -0.25216 2.74042 2.99070  C65 1.399, C67 1.353
67 C -0.56140 1.63090 3.70124  O66 1.353, O68 1.218, O69 1.339
68 O 0.20852 0.72095 3.95312  C67 1.218
69 O -1.78733 1.75568 4.22634  C64 1.368, C67 1.339
70 H -4.26698 3.92570 4.05375  C63 1.090
71 H -3.00348 4.29324 5.24335  C63 1.090
72 H -4.03067 2.98545 5.36229  C63 1.090
73 H -3.09747 2.27637 2.84479  C64 1.090
74 H -1.13274 4.48938 3.47947  C65 1.090
75 H -1.67294 3.93878 1.98993  C65 1.090
76 C -0.55582 -2.37621 4.88478  C77 1.507, H83 1.090, H84 1.090, H85 1.090
77 C -1.98481 -2.46933 4.41676  C76 1.507, C78 1.512, O82 1.394, H86 1.090
78 C -2.66034 -1.26929 3.79179  C77 1.512, O79 1.377, H87 1.090, H88 1.090
79 O -3.53237 -1.82862 2.88397  C78 1.377, C80 1.406
80 C -3.09684 -3.13911 2.61787  O79 1.406, O81 1.193, O82 1.379
81 O -3.58929 -3.85593 1.80132  C80 1.193
82 O -2.03069 -3.45584 3.43281  C77 1.394, C80 1.379
83 H -0.12172 -3.36900 5.00317  C76 1.090
84 H -0.50770 -1.75842 5.78151  C76 1.090
85 H -0.05925 -1.75079 4.14291  C76 1.090
86 H -2.52531 -2.74338 5.32277  C77 1.090
87 H -1.97777 -0.64994 3.20990  C78 1.090
88 H -3.23618 -0.64131 4.47160  C78 1.090

2.
Formula: C14H44O8
Source: the Open Molecules 2025 dataset
Level of theory: ωB97M-V/def2-TZVPD

Results
net charge	0
E_HOMO	-9.6	eV
LUMO	0.2	eV
SMILES	CC(C)O.CC(C)O.CC(C)O.CC(C)O.CO.CO.O.O
molecular weight	340.498	g mol⁻¹

Each atom is followed by the atoms it is bonded to, with distances in Å.
Geometry (Å):
1 C 0.94658 -3.64230 -3.67367  C2 1.526, H5 1.090, H6 1.090, H7 1.090
2 C 0.81649 -3.25621 -2.20341  C1 1.526, C3 1.514, O4 1.424, H8 1.090
3 C -0.61554 -2.84783 -1.93071  C2 1.514, H9 1.090, H10 1.090, H11 1.090
4 O 1.23837 -4.23582 -1.25985  C2 1.424, H12 0.960
5 H 0.63355 -4.65088 -3.94365  C1 1.090
6 H 1.94433 -3.59471 -4.10995  C1 1.090
7 H 0.45309 -2.94376 -4.34939  C1 1.090
8 H 1.37337 -2.34167 -1.99941  C2 1.090
9 H -0.78221 -2.47193 -0.92124  C3 1.090
10 H -1.34347 -3.64229 -2.09523  C3 1.090
11 H -0.84774 -2.05916 -2.64638  C3 1.090
12 H 2.14687 -4.02891 -1.02873  O4 0.960
13 C -0.85548 0.05973 0.95523  C14 1.563, H17 1.090, H18 1.090, H19 1.090
14 C -0.28798 0.78534 -0.30741  C13 1.563, C15 1.578, O16 1.401, H20 1.090
15 C 1.26203 0.72980 -0.59785  C14 1.578, H21 1.090, H22 1.090, H23 1.090
16 O -0.84630 0.32537 -1.50681  C14 1.401, H24 0.960
17 H -1.89672 0.33228 1.12740  C13 1.090
18 H -0.23073 0.44004 1.76339  C13 1.090
19 H -0.69186 -1.01714 0.99636  C13 1.090
20 H -0.65094 1.80948 -0.22087  C14 1.090
21 H 1.67816 1.06580 -1.54760  C15 1.090
22 H 1.62420 -0.27945 -0.40203  C15 1.090
23 H 1.71248 1.30019 0.21446  C15 1.090
24 H -1.74441 0.65188 -1.41536  O16 0.960
25 C 3.68191 -4.74431 2.40769  C26 1.542, H29 1.090, H30 1.090, H31 1.090
26 C 2.94489 -3.96027 1.30265  C25 1.542, C27 1.570, O28 1.349, H32 1.090
27 C 2.50621 -2.51917 1.74543  C26 1.570, H33 1.090, H34 1.090, H35 1.090
28 O 3.75420 -3.91226 0.22446  C26 1.349, H36 0.960
29 H 4.61096 -4.28539 2.74584  C25 1.090
30 H 3.90709 -5.76355 2.09376  C25 1.090
31 H 3.01575 -4.65408 3.26570  C25 1.090
32 H 2.01641 -4.53054 1.27373  C26 1.090
33 H 3.37603 -1.91320 1.99900  C27 1.090
34 H 1.80356 -2.51116 2.57870  C27 1.090
35 H 2.00915 -2.01026 0.91957  C27 1.090
36 H 4.62007 -3.62385 0.52228  O28 0.960
37 C -2.36226 3.73769 1.42048  C38 1.507, H41 1.090, H42 1.090, H43 1.090
38 C -2.63701 4.36673 2.76246  C37 1.507, C39 1.504, O40 1.408, H44 1.090
39 C -4.10936 4.59250 2.97089  C38 1.504, H45 1.090, H46 1.090, H47 1.090
40 O -1.98206 3.62480 3.76463  C38 1.408, H48 0.960
41 H -2.84529 4.24762 0.58695  C37 1.090
42 H -2.72988 2.71214 1.38556  C37 1.090
43 H -1.28793 3.56575 1.35453  C37 1.090
44 H -2.23267 5.37852 2.73229  C38 1.090
45 H -4.18125 4.95733 3.99551  C39 1.090
46 H -4.59868 3.61992 2.91855  C39 1.090
47 H -4.62173 5.26885 2.28669  C39 1.090
48 H -1.13597 4.07831 3.75726  O40 0.960
49 C 3.76298 2.46612 1.32088  O50 1.451, H51 1.090, H52 1.090, H53 1.090
50 O 3.42115 3.51635 2.26147  C49 1.451, H54 0.960
51 H 3.58469 1.43941 1.64055  C49 1.090
52 H 3.26518 2.67779 0.37458  C49 1.090
53 H 4.83278 2.42718 1.11562  C49 1.090
54 H 3.90273 4.32821 2.08665  O50 0.960
55 C -4.41320 0.76727 -0.43085  O56 1.457, H57 1.090, H58 1.090, H59 1.090
56 O -3.59715 1.45001 -1.42621  C55 1.457, H60 0.960
57 H -5.44172 0.87348 -0.77579  C55 1.090
58 H -4.07731 -0.22632 -0.13409  C55 1.090
59 H -4.44420 1.17894 0.57794  C55 1.090
60 H -4.30472 1.82723 -1.95409  O56 0.960
61 O -3.51293 -0.79153 -3.79866  H62 0.957, H63 0.957
62 H -3.23522 -0.28576 -3.03491  O61 0.957
63 H -4.20865 -0.26642 -4.19421  O61 0.957
64 O 2.27451 2.09442 -4.27369  H65 0.957, H66 0.957
65 H 2.28546 2.17676 -5.22728  O64 0.957
66 H 1.34731 2.13688 -4.03979  O64 0.957

3.
Formula: C16H18N2O3S2
Source: the Open Molecules 2025 dataset
Level of theory: ωB97M-V/def2-TZVPD

Results
net charge	0
E_HOMO	-8.3	eV
LUMO	0.3	eV
SMILES	O=C(CS(=O)(=O)Cc1ccccc1)Nc1nc2c(s1)CCCC2
molecular weight	350.465	g mol⁻¹

Each atom is followed by the atoms it is bonded to, with distances in Å.
Geometry (Å):
1 O -1.05050 -3.38742 -1.37484  C2 1.209
2 C -0.58598 -2.31558 -1.06406  O1 1.209, C3 1.499, N14 1.369
3 C -1.43600 -1.13563 -0.69909  C2 1.499, S4 1.849, H24 1.086, H25 1.084
4 S -1.37198 -0.97435 1.14163  C3 1.849, O5 1.437, O6 1.431, C7 1.840
5 O -0.04134 -1.27019 1.59592  S4 1.437
6 O -2.44430 -1.75184 1.68391  S4 1.431
7 C -1.71523 0.80323 1.46848  S4 1.840, C8 1.484, H26 1.087, H27 1.086
8 C -2.79018 1.25147 0.54835  C7 1.484, C9 1.391, C13 1.391
9 C -4.08820 0.77998 0.71818  C8 1.391, C10 1.383, H28 1.079
10 C -5.08434 1.14742 -0.16815  C9 1.383, C11 1.386, H29 1.079
11 C -4.79664 1.99026 -1.22974  C10 1.386, C12 1.384, H30 1.079
12 C -3.50707 2.46255 -1.40495  C11 1.384, C13 1.384, H31 1.080
13 C -2.50681 2.09157 -0.52337  C8 1.391, C12 1.384, H32 1.081
14 N 0.77330 -2.15512 -1.02044  C2 1.369, C15 1.370, H33 1.017
15 C 1.60506 -1.12762 -0.66110  N14 1.370, N16 1.285, S19 1.760
16 N 2.85313 -1.34253 -0.44578  C15 1.285, C17 1.360
17 C 3.53696 -0.20130 -0.16528  N16 1.360, C18 1.358, C23 1.492
18 C 2.80223 0.94103 -0.18214  C17 1.358, S19 1.742, C20 1.487
19 S 1.14665 0.56957 -0.57525  C15 1.760, C18 1.742
20 C 3.32157 2.30904 0.08477  C18 1.487, C21 1.531, H34 1.096, H35 1.093
21 C 4.68689 2.19582 0.76835  C20 1.531, C22 1.528, H36 1.092, H37 1.091
22 C 5.57291 1.19094 0.03386  C21 1.528, C23 1.528, H38 1.092, H39 1.091
23 C 4.99531 -0.21935 0.15095  C17 1.492, C22 1.528, H40 1.094, H41 1.091
24 H -2.47442 -1.33953 -0.94275  C3 1.086
25 H -1.10119 -0.20273 -1.13798  C3 1.084
26 H -2.01184 0.82897 2.51429  C7 1.087
27 H -0.77631 1.32807 1.32247  C7 1.086
28 H -4.30286 0.11266 1.53842  C9 1.079
29 H -6.08838 0.77574 -0.03068  C10 1.079
30 H -5.57596 2.27852 -1.91884  C11 1.079
31 H -3.27808 3.11997 -2.23023  C12 1.080
32 H -1.50016 2.46096 -0.66087  C13 1.081
33 H 1.28369 -3.02610 -1.14152  N14 1.017
34 H 3.42021 2.85544 -0.85966  C20 1.096
35 H 2.62368 2.86726 0.71333  C20 1.093
36 H 4.54807 1.86359 1.79888  C21 1.092
37 H 5.16485 3.17642 0.78932  C21 1.091
38 H 5.63650 1.47239 -1.01944  C22 1.092
39 H 6.58160 1.20933 0.44890  C22 1.091
40 H 5.12766 -0.60013 1.16773  C23 1.094
41 H 5.50171 -0.91032 -0.52476  C23 1.091

Calculated electronic energy in order - -2632.48680; -1161.58870; -1752.12125 hartree
Calculated ΔE to the lowest compared entry with this formula, charge and spin in order - 0.0; 58.5; 18.8 kcal per mole